Record 1
The following is a quantum chemistry calculation of a structure of composition C38H104MgN9O10 at a distorted geometry, from OMol25.

Properties
**Frontier orbital gap**: 2.9 eV
**Molar mass**: 871.61 g mol⁻¹
**E**: -2954.630662 Ha

```
! RIJCOSX wB97M-V def2-TZVPD def2/J DEFGRID3
* xyz 1 1
H -3.84335 2.72268 -7.41306
C 9.24578 -7.25927 2.86563
H 1.91255 -2.98390 9.06342
O 0.31117 -3.83958 8.16281
H 10.97736 1.83153 -3.38851
H -8.70824 -4.36054 -9.59474
C -6.66603 -4.04210 -8.76247
H -8.53011 3.20115 -4.35302
N 8.50596 0.86160 -4.27891
C -4.82612 13.16891 1.05574
H -5.88521 12.91484 1.01238
N -4.48550 2.16586 -6.86746
H 6.37609 -4.75408 1.57616
C -10.96287 -0.22958 7.16615
C -4.41748 -2.73197 -11.49860
C -2.29766 9.01779 1.38878
H 1.00848 -6.43655 -7.33540
H 8.61042 -7.68065 3.64465
H -8.55717 -4.53204 -7.75145
C 2.79682 -4.26997 -8.30001
H 7.14370 4.51381 -0.32022
C 1.30731 -4.45295 -8.05722
H 1.27180 -2.86100 -6.88440
H 1.07679 -2.45646 -8.27341
H -4.67525 10.63265 0.91821
C 1.69978 -3.68617 8.25742
H -0.56080 -1.77519 -0.24293
H 6.53878 2.52999 -3.25413
H -6.74325 -2.50199 -7.28745
H 4.52430 -5.24612 8.97565
C -10.91542 0.71133 5.89510
O 7.57103 4.00703 -2.20462
C -6.27288 3.59988 -5.76470
H 9.35332 0.31351 -4.31969
H 5.99771 1.10150 7.22142
C -6.23911 -3.28295 -10.02595
C 8.68327 1.84033 -3.23542
C 10.10800 2.48415 -3.46844
H 2.14975 -3.08778 7.46523
H 10.26741 -6.09909 4.43553
H -8.97649 1.38574 6.20522
H 0.45655 0.56590 0.43107
H -1.30931 0.41970 0.18464
C 7.51945 2.99972 -3.32981
H 7.90866 2.53395 10.60275
H 1.09548 -5.88772 9.76817
H -1.57479 9.28364 0.61748
H 10.27982 3.14347 -2.61763
H -6.31278 4.32176 -4.94899
H -1.96933 10.91503 2.33931
H -6.54004 4.13334 -6.67693
O 7.92427 -5.29018 2.86706
H 2.44170 -5.55961 7.45607
C -2.80561 10.24844 2.12868
C -8.64159 2.93704 -5.40464
H -4.77629 -3.35344 -12.31903
N 7.96376 0.74799 8.84687
H 1.07191 -5.21727 -5.95403
C 0.80131 -5.42387 -6.98950
H -6.61944 -3.83104 -10.88795
H 3.54022 2.08869 6.33405
H -11.02940 -0.76837 4.73801
H -0.22831 -3.35581 6.40606
H -0.06476 1.17657 -0.95648
O -0.64898 -5.38634 -6.87789
N -11.66658 -0.01906 4.96743
O -4.81215 -3.18421 -10.18292
O -7.24250 2.53705 -5.71365
H -6.84859 -2.37948 -10.00723
C -8.19928 -4.07514 -8.67409
H 8.00819 3.48133 9.11523
H 8.88795 -9.21625 2.13798
H -11.65103 0.53922 4.12588
H -0.66291 -6.35384 -4.87087
H 8.46328 0.85218 9.71848
H -3.77439 10.88345 3.54349
H 6.63657 -3.67365 2.86319
N 0.70785 -3.17132 -7.66271
H 8.44943 1.29675 -5.18859
H 6.16745 1.12981 9.69813
H -4.42379 13.08396 0.04628
H 0.82603 -4.66591 -9.01175
C 6.06380 2.02160 7.80208
H -9.03400 3.84021 -5.87194
H -10.67084 -1.26132 6.97040
H -4.97359 14.13587 1.53669
H -1.67161 8.39716 2.02985
H 4.34612 3.62541 6.37938
C 7.17983 -4.30115 2.15665
O -9.62970 1.69647 4.17753
H 3.41294 -5.14694 -8.10143
C -0.97027 -6.46549 -5.91066
Mg -2.58523 -2.03354 -6.70068
C 3.87114 2.87550 7.01193
O 4.77985 2.45055 8.10069
H 0.43240 -5.01364 6.38740
O -1.09573 -1.24725 -2.12237
C -3.72276 3.96617 -5.50095
H -5.38513 2.25113 -7.31857
C -0.16894 -4.29894 6.94927
N -6.13632 -3.22668 -7.64321
C 7.33092 2.93033 9.76777
H 0.78203 -1.21138 -1.25484
H 2.74140 -6.64506 9.80897
H 4.34521 -4.56401 7.58901
H -1.20889 -4.60328 7.06750
H 3.10920 -3.49916 -7.59546
H -7.85699 1.09740 2.97993
O -4.28541 12.22154 1.92529
H 9.09115 -5.71693 1.25721
H 11.22193 -6.26324 3.00060
C 8.46194 -6.21018 1.99809
H 7.70560 -6.82250 1.50705
H -11.34969 1.62703 6.29632
N 3.91779 -4.59073 8.50373
H -9.15786 1.97924 -5.33973
H 5.83630 3.55384 -1.15541
H -3.71792 4.71562 -6.29241
H 7.45919 3.50770 -4.29232
C -9.47568 0.95078 5.33936
H 2.96708 3.29266 7.45551
H 10.06690 3.05999 -4.39300
H -7.74501 2.48799 3.89537
H -11.96388 -0.25051 7.59704
C -8.49232 1.89161 3.37197
H -4.93119 2.36777 -4.72223
C 2.50966 -4.98015 8.37677
H 8.70846 1.31340 -2.28159
H -8.89172 2.55273 2.60288
H 3.07629 -3.88424 -9.28043
H -3.16307 11.38138 0.40682
H -3.36841 -2.78203 -11.79027
C -0.33124 0.35462 -0.29203
H -2.72785 3.52098 -5.50586
H 6.60584 3.64539 10.15644
H -6.21643 -5.03484 -8.78312
C 6.81332 1.71142 9.04035
N 9.55446 -8.46388 2.03889
H -2.05719 -6.38647 -5.93210
C 6.90535 3.68766 -0.99014
H 7.74674 -3.72135 1.42825
H -10.32127 0.06845 7.99537
C -0.26329 -1.04444 -0.99499
H 6.56768 2.75664 7.17447
C -4.88268 2.94208 -5.64738
H 7.11066 2.68043 -0.62761
C 2.16911 -5.72809 9.66841
C -3.76826 11.12062 1.27507
H -6.27376 -3.91351 -6.91556
H 10.36554 -8.90388 2.44956
H -4.10644 9.32956 3.31317
H -8.55949 -3.05083 -8.57848
N -3.34133 9.97743 3.43540
H -0.77958 -7.48716 -6.23917
C 10.47836 -6.77785 3.60916
H 11.04315 -7.53802 4.14884
H -8.91961 0.09163 4.96420
H -3.80540 4.58530 -4.60766
H 7.50773 -0.15187 8.79784
H -3.06024 8.36060 0.97084
H 2.37301 -5.02260 10.47389
H -4.81456 -1.72160 -11.59649
*
```

***

Record 2
The following is a quantum chemistry calculation of a cluster of 10 separate species, C38H105N9O10 in total at a distorted geometry, from OMol25.

Properties
**SMILES string**: COC[C@H](C)N.COC[C@H](C)N.COC[C@H](C)N.COC[C@H](C)N.COC[C@H](C)N.COC[C@H](C)N.COC[C@H](C)N.COC[C@H](C)N.COC[C@H](C)N.CCO
**Frontier orbital gap**: 8.8 eV
**Molar mass**: 848.31 g mol⁻¹
**E**: -2755.760587 Ha

```
! RIJCOSX wB97M-V def2-TZVPD def2/J DEFGRID3
* xyz 0 1
H 4.47596 -2.32664 5.46760
H -0.89905 0.29659 -3.84089
C 0.49986 0.85963 -0.95351
H 2.87943 -5.17715 -1.18993
H 3.05413 5.08670 2.67634
H -2.80413 2.32270 -4.15159
H 2.22148 -3.39287 0.60412
H 0.66988 -1.42280 2.42599
H -3.21732 -0.04109 -0.28052
H -6.50952 1.77491 -5.04922
H -5.62637 0.28986 -5.00955
C -2.69820 -3.31424 4.69224
H 4.22391 4.83865 -2.40035
H 6.62761 -1.55348 -2.20109
H 4.26639 2.68914 -0.03858
H 3.44882 -1.14288 1.90013
H 0.31084 4.07162 -4.05239
H -1.78904 1.25518 4.74614
C 4.29177 -1.96772 -3.12820
H -2.67713 -2.57905 -8.77687
H -3.79302 -2.42277 7.16995
O 0.15831 0.32770 1.35610
H 3.79122 1.64301 2.03363
H 2.84177 3.99508 -3.03363
H -0.63909 3.52579 3.95552
H 2.37228 1.41263 -1.84928
H -0.45994 -2.02970 -2.49180
C 4.15754 -1.52000 -0.75199
H 1.39250 -0.25941 5.25388
H 5.51195 -1.06788 4.73054
H 4.87468 -0.26415 2.18701
C -5.95056 1.12159 -4.33546
C 3.57512 3.96127 -2.24260
H 4.99326 -0.97486 6.42558
C 4.46160 -1.00994 1.52677
C 0.57788 -0.35637 2.54642
H -2.30615 -1.17734 2.27395
H -4.09737 4.45851 -0.30614
H 1.63939 -6.18225 -0.49889
H 3.13527 -1.93259 -0.74863
O 1.95644 -2.06972 6.05782
H -3.93153 -1.51924 3.06869
N -1.74102 -2.21155 -8.64436
H -3.54909 1.45837 -5.26893
C 3.41844 -0.57057 5.00826
H 5.09271 -1.91244 1.60408
H 0.37870 -2.18234 4.75978
H -0.10270 0.04308 3.34135
H -0.84387 -0.55875 -7.87506
H -1.98733 -3.48279 5.52406
H 0.65447 5.53393 -2.03562
N -2.50634 1.27622 4.01515
H -5.43306 -2.01733 6.47630
O 4.39625 -0.54227 0.20436
N 6.09695 -0.74058 -2.04414
H 2.30250 -0.30598 6.87821
H 1.46402 4.41810 2.69418
H 4.55290 1.00387 4.34857
H -4.00584 -0.37924 -3.03625
H 4.10447 -0.00452 -2.22220
H 4.81650 -2.43201 -0.52772
C -2.50852 2.61700 3.27755
H -0.96160 -3.71966 -2.23888
C 1.09067 0.09097 0.31023
H 3.33273 -2.39536 -3.00488
C -4.03113 0.64468 -2.65243
H 1.90908 -0.14731 -2.33221
H 1.01985 -3.73902 5.36974
C 1.48133 0.80883 -2.10891
H -3.20850 3.33386 3.73166
H -2.61561 -4.20927 4.11173
H 1.05619 2.85294 -0.75222
H 1.94877 -2.76721 4.16354
H -1.38522 -1.86662 -9.52463
H 1.72628 -4.21538 2.41164
C -1.77899 -1.07377 -7.71156
H -4.75682 0.44721 0.48046
H -3.01287 0.93756 -2.46396
N -4.26712 -4.55999 6.02361
H -3.78586 -0.45213 -7.53979
H 3.23468 -0.99467 4.00548
H -1.33530 4.78925 -4.27697
C 0.48063 -3.70079 -0.34463
H -6.64506 0.71639 -3.60326
H -0.72505 3.05631 -2.06010
H -2.37253 0.56203 3.35855
H 5.08679 -2.74972 -3.08312
C 4.67571 -0.95202 -2.07411
O 2.86376 3.84209 -0.96397
H -0.01104 6.40072 -3.36379
N 1.14305 -4.66926 1.75283
N 0.18236 2.29992 -0.80694
H -1.11800 5.88856 -2.02007
H -0.44838 0.32101 -1.12019
N 3.65354 0.88554 4.80600
H -0.99083 -2.24423 -6.23767
H -1.01547 3.96774 2.28831
N -3.68002 2.14991 -4.60327
H -3.24651 -0.02037 -9.04379
H 3.24097 -5.86416 0.27297
H -0.01487 -2.95329 0.29496
H -2.86490 0.96819 -7.70952
C -3.91785 3.44677 0.03362
H 0.31234 -3.20809 -3.47888
C -4.34098 -2.14128 6.26185
H 6.39080 -0.42375 -1.08946
H -4.75161 -3.30262 4.44866
H 2.04663 5.35101 1.26505
H -4.53386 -1.10549 -0.36450
C -0.08415 -3.07536 -2.50963
H 1.08420 -5.64435 1.93167
H 1.96846 2.70813 1.09239
C -2.93103 -1.91973 2.82889
H -4.00361 1.75377 2.06558
H -4.84849 2.84967 -0.03092
H 1.11776 1.30218 -3.05168
C 1.28738 -2.72915 5.01841
O -3.51271 3.57217 1.36013
H -4.91416 2.52294 -3.05399
C -0.27810 5.61002 -2.66897
C 2.31519 4.60933 2.03746
C 2.21595 -0.72494 5.86885
O -4.76061 0.67589 -1.49293
H 3.16766 2.50130 3.27774
H -5.14574 -4.51713 6.45888
H 4.16470 3.05538 -2.37327
C -1.87160 -1.63695 -6.29270
H -0.24817 2.60335 0.07686
C -0.77137 -0.15046 -4.83152
H -2.67463 -2.32256 -6.10659
H 4.46019 -1.55703 -4.11418
H -0.30533 -4.49086 -0.42354
H 1.59573 -0.00397 2.79076
C -3.11876 2.36267 1.96605
H 1.20004 -0.99117 0.14645
C 3.70848 3.61397 0.15258
C 2.40326 -5.42685 -0.24060
H -3.14283 3.00730 -0.65397
C 4.70087 -1.25668 5.44768
H -3.01259 -2.83082 2.21966
O 0.93062 -3.27240 -1.58919
C -4.26436 -0.07956 -0.36206
H -3.60878 -4.61799 6.80498
O -1.97392 -0.71032 -5.25128
H -0.34506 0.53622 -5.56904
H 3.66434 1.42261 5.65289
H -0.33067 2.37689 2.61380
O -1.20273 3.32271 -2.84335
H -2.37325 1.81573 1.34410
C -4.65253 1.69870 -3.68628
H 4.38523 4.49025 0.28364
C -0.60520 4.42768 -3.48850
O -2.22907 -2.13761 3.99793
C -4.08729 -3.30523 5.28763
H 2.05729 0.49137 0.51865
C -1.04893 3.15450 3.01232
H 0.00195 -0.94727 -4.71720
N 3.65078 2.59773 2.33538
C -2.90845 -0.09480 -8.06445
C 1.62701 -4.27401 0.47311
H -3.94812 -1.20273 5.89379
C 2.82401 3.31483 1.39548
*
```

***

Record 3
The following is a quantum chemistry calculation of a cluster of 10 separate species, C38H105N9O11 in total at a distorted geometry, from OMol25.

Properties
**SMILES string**: COC[C@H](C)N.COC[C@H](C)N.COC[C@H](C)N.COC[C@H](C)N.COC[C@H](C)N.COC[C@H](C)N.COC[C@H](C)N.COC[C@H](C)N.COC[C@H](C)N.OCCO
**Frontier orbital gap**: 9.2 eV
**Molar mass**: 864.31 g mol⁻¹
**E**: -2830.973345 Ha

```
! RIJCOSX wB97M-V def2-TZVPD def2/J DEFGRID3
* xyz 0 1
H -20.70815 -5.64485 -0.63190
H -21.57874 -10.17578 -0.15922
N -21.67302 -9.49490 -3.43382
H -31.45907 -5.61149 2.03374
H -21.95215 -5.28264 5.79218
H -19.92765 -7.26972 4.54441
H -25.44522 -0.75087 0.59242
H -29.44156 -5.09643 7.43640
C -24.30004 -5.96247 0.72191
H -20.10571 -10.14612 -1.40223
H -30.84646 -2.22451 2.43081
C -21.16526 -6.07865 5.85746
H -23.46680 -3.35152 -5.17336
H -23.69146 -2.94891 9.76634
C -23.52460 -7.20291 0.78388
H -23.47575 -9.58660 3.45709
H -24.58066 -4.47030 -0.68065
H -27.73435 -4.84075 -3.97530
H -28.82992 -8.16727 0.88528
H -22.78873 -11.29620 1.80217
H -30.76999 -6.34903 3.55278
H -26.65547 -6.86708 6.47080
O -28.60612 -8.26825 -1.17263
H -25.27744 -5.24745 4.61095
H -23.94704 -5.63930 -2.75776
C -25.47627 -1.86382 0.50578
C -27.67324 -8.79080 3.75274
H -25.52559 -6.83848 7.77752
C -23.45254 -9.43716 -1.85351
C -27.61314 -5.16264 -2.92547
H -24.67580 -3.60972 5.78412
N -24.61893 -11.38012 3.96670
H -28.05352 -4.42723 -2.22546
H -25.86026 -8.43526 -2.57869
H -22.38462 -11.05226 -2.46847
C -24.42277 -2.56152 5.63360
H -20.37816 -5.30451 -3.63496
H -22.75236 -3.04252 -3.48741
H -25.34169 -9.36580 7.62886
H -22.09021 -8.09467 4.49365
H -20.85414 -3.88278 -0.33433
H -22.31661 -7.96301 8.37071
H -22.18891 -5.62067 -5.12118
O -23.35647 -2.73056 7.74550
H -31.75123 -3.89600 3.81970
H -24.09231 -7.97065 0.16645
H -24.86493 -11.02101 4.90518
C -20.61345 -4.65508 -1.08176
N -21.74886 -7.44825 3.77260
H -26.62537 -9.69443 5.81535
H -26.21067 -9.87164 -3.56094
H -21.35449 -4.76423 3.44764
H -28.79480 -6.22999 -0.71535
H -23.57340 -0.73245 -0.61315
H -24.03721 -10.35557 0.91200
H -20.22125 -5.66065 6.22875
C -23.08067 -2.41870 4.92856
O -23.92062 -5.38828 3.12977
O -21.52860 -4.44264 -2.13204
C -30.80280 -4.06246 3.34083
H -23.00855 -6.34564 7.88356
H -28.43553 -2.69972 1.66515
C -25.25086 -5.53344 3.56207
H -21.55203 -6.37541 -2.78362
H -25.35292 -8.37215 2.41189
C -26.25814 -8.75506 7.44907
H -25.00681 -7.68079 5.18787
C -22.51855 -5.06348 -4.22334
H -28.19397 -9.58576 3.17811
H -28.61099 -9.77760 0.21584
O -24.30965 -9.81415 -2.91337
C -24.26124 -1.99708 7.04899
H -23.89929 -9.92907 -0.97862
N -27.49844 -2.19359 1.73267
C -22.65981 -3.56119 -4.45903
H -24.01492 -0.89028 6.98653
C -25.63674 -9.52438 -2.69808
H -28.64928 -2.24870 -0.51812
H -19.54247 -4.47857 -1.38388
H -25.59180 -6.59498 3.51233
H -22.15433 -2.30733 9.33154
C -21.43341 -5.36500 -3.23467
N -30.72133 -3.18281 2.19128
H -25.40134 -6.16478 0.89522
O -30.05710 -4.59720 5.48106
H -23.39920 -7.61693 1.82162
H -22.53014 -6.83459 3.41718
H -26.87726 -3.57963 0.34453
H -29.68270 -2.71681 4.62891
O -24.73419 -2.37209 -0.55708
H -21.56503 -8.48403 -3.42751
H -27.24362 -8.74737 0.37184
H -22.87882 -1.37954 4.65013
C -26.84920 -2.43145 0.44396
H -28.22758 -8.63292 4.65172
H -24.99625 -2.05203 1.44603
C -25.76594 -7.39879 6.89844
C -28.35025 -6.48254 -2.76124
H -26.14371 -10.01067 2.08011
H -28.26881 -4.07497 6.29755
C -25.55555 -9.40958 2.78133
H -31.54514 -3.23106 1.61867
C -21.12176 -9.76858 -1.15249
H -21.71532 -3.22000 -4.94522
H -29.67272 -3.33420 6.97929
H -26.75794 -8.54415 8.34776
H -26.15199 -10.09229 -1.91421
H -24.52660 -5.64415 -4.37180
H -19.60843 -4.95041 3.97841
H -28.78031 -4.03664 3.86425
C -23.21397 -2.25146 9.06863
O -21.68279 -7.24956 6.56647
H -24.39930 -3.97279 1.71588
H -30.18044 -7.26254 -3.01213
C -29.33348 -4.30666 6.59322
C -30.69788 -5.53955 2.83857
H -20.19784 -5.76323 2.56054
H -23.08938 -5.38143 -0.79078
N -24.11486 -5.41021 -0.61642
H -27.87675 -7.21718 -3.40871
H -24.45747 -11.82106 1.61481
H -23.97359 -12.15392 3.93056
H -22.37930 -9.67740 -4.07044
C -29.68550 -3.81310 4.37903
H -30.26172 -5.68569 -2.93627
O -24.69046 -7.38604 6.04322
C -27.66851 -1.78250 -0.65414
C -23.48244 -1.80955 -0.65624
C -24.27637 -10.24814 3.08896
C -23.80591 -10.89206 1.83000
H -27.15382 -6.80349 -1.04351
H -27.28051 -1.90201 -1.65021
C -22.16078 -10.02260 -2.21655
H -25.32749 -1.27642 4.27635
H -23.41466 -8.33847 -1.68578
N -29.69155 -6.42151 -3.26515
H -23.62112 -1.25974 9.29156
H -22.93558 -2.19609 -1.56407
N -25.56634 -1.96182 4.99812
H -21.02449 -8.67424 -1.03521
O -27.19433 -9.31203 6.50317
H -25.99831 -4.89891 3.03919
H -23.05263 -3.00761 4.02690
H -27.78925 -0.76202 -0.48531
O -26.30376 -9.12532 4.00103
H -22.26090 -2.79731 5.57166
H -26.04210 -2.67567 4.49638
C -23.83708 -4.91174 1.73942
H -22.79883 -4.77461 1.59205
C -22.13830 -7.01106 7.90100
H -21.33308 -6.58504 8.53567
N -23.73631 -5.75274 -3.74429
C -28.22370 -6.95788 -1.34328
H -25.21111 -2.11760 7.55749
C -20.51138 -5.46196 3.56682
H -29.71410 -5.74869 2.51294
H -26.53255 -5.28897 -2.69219
H -27.87940 -1.26308 1.70003
C -28.31457 -8.73323 0.13611
H -27.66227 -7.83929 3.16822
C -20.77886 -6.64247 4.46108
H -22.85752 -2.08559 0.22667
H -22.50291 -7.13069 0.34370
*
```

***

| no. | HOMO level (eV) |
| --- | --- |
| 1 | -10.11 |
| 2 | -8.31 |
| 3 | -8.71 |